(1)
DFT (ωB97M-V/def2-TZVPD) results for a single C4H9NO2 molecule.

strongest force on any atom = 0.0283 hartree/bohr
ΔE to the lowest compared entry with this formula, charge and spin = 1.481 eV
SMILES = CN(C=O)CCO
lowest unoccupied orbital energy = 0.0228 Eh
charge = 0

Last column: Löwdin charge in e.
Atoms and positions in Å:
C (1.798, 0.502, -0.750)  -0.3379
N (0.924, 0.417, 0.316)  -0.1269
C (0.156, 1.648, 0.544)  -0.0417
C (0.230, -0.875, 0.415)  -0.1607
C (-1.162, -0.852, -0.188)  -0.2445
O (-1.683, -2.199, -0.174)  -0.0708
O (2.223, 1.520, -1.235)  0.0333
H (2.145, -0.459, -1.144)  0.1317
H (-0.080, 1.722, 1.596)  0.0903
H (0.762, 2.481, 0.239)  0.0783
H (-0.745, 1.679, -0.064)  0.0835
H (0.141, -1.133, 1.477)  0.1285
H (0.867, -1.618, -0.059)  0.1164
H (-1.825, -0.204, 0.381)  0.1117
H (-1.105, -0.521, -1.225)  0.1239
H (-2.644, -2.107, -0.129)  0.0848


(2)
DFT (ωB97M-V/def2-TZVPD) results for a molecular structure, C26H37F17NO24S4Zr.

strongest force on any atom = 0.2120 hartree/bohr
lowest unoccupied orbital energy = -0.2090 Eh
charge = +1

Last column: Löwdin charge in e.
Atoms and positions in Å:
Zr (1.112, 1.371, -1.803)  2.0666
N (1.960, 3.270, -1.783)  -0.4273
S (2.160, 4.644, -2.597)  0.5016
O (3.340, 4.762, -3.404)  -0.1791
O (1.437, 5.817, -2.100)  -0.2047
F (1.103, 4.029, -3.678)  -0.2256
S (3.230, 3.982, -0.779)  0.6426
O (2.829, 4.854, 0.314)  -0.1866
O (4.630, 3.881, -1.210)  -0.1992
F (3.268, 2.525, -0.027)  -0.2496
O (0.719, 1.393, 0.384)  -0.3411
C (0.093, 0.212, 0.924)  -0.2335
C (-0.272, -0.881, -0.186)  -0.2835
O (0.239, -0.655, -1.475)  -0.3626
H (0.766, -0.280, 1.629)  0.0941
H (-0.705, 0.535, 1.593)  0.0873
H (-1.360, -0.888, -0.270)  0.0766
H (-0.026, -1.882, 0.170)  0.1069
C (-3.028, -3.361, -3.759)  -0.0302
C (-2.701, -1.890, -3.332)  -0.2032
O (-3.785, -1.373, -2.630)  0.0193
C (-3.901, -0.139, -2.106)  -0.3080
O (-3.018, 0.706, -2.139)  0.1201
C (-5.222, 0.098, -1.309)  -0.5446
F (-6.060, 0.899, -1.943)  0.2005
F (-5.818, -1.088, -1.011)  0.1602
F (-4.909, 0.724, -0.198)  0.1857
H (-2.147, -3.770, -4.254)  0.0699
H (-3.908, -3.369, -4.402)  0.0843
H (-3.269, -3.956, -2.879)  0.0635
H (-2.663, -1.304, -4.251)  0.1325
H (-1.706, -1.897, -2.888)  0.0970
C (-2.433, 3.227, 0.632)  -0.0494
C (-1.644, 4.203, -0.140)  -0.1847
O (-2.121, 4.145, -1.496)  0.0844
C (-1.616, 3.284, -2.414)  -0.2142
O (-0.768, 2.397, -2.200)  -0.0855
C (-2.275, 3.467, -3.849)  -0.5869
F (-2.787, 4.632, -3.985)  0.2476
F (-1.322, 3.405, -4.809)  0.1599
F (-3.181, 2.539, -4.008)  0.2161
H (-2.152, 3.240, 1.685)  0.0975
H (-2.475, 2.224, 0.208)  0.0751
H (-3.438, 3.651, 0.607)  0.0983
H (-0.575, 4.012, -0.043)  0.1154
H (-1.777, 5.215, 0.241)  0.1467
C (4.595, -1.058, 1.986)  -0.0292
C (3.795, -0.534, 0.764)  -0.1500
O (4.679, -0.520, -0.366)  0.1009
C (4.345, 0.126, -1.453)  -0.3070
O (3.220, 0.549, -1.659)  -0.0473
C (5.578, 0.434, -2.382)  -0.4895
F (5.944, 1.714, -2.290)  0.1956
F (6.629, -0.281, -2.020)  0.2029
F (5.191, 0.038, -3.639)  0.1451
H (5.533, -0.554, 2.216)  0.0768
H (4.883, -2.107, 1.915)  0.0799
H (3.930, -1.068, 2.850)  0.0832
H (3.456, 0.484, 0.958)  0.0928
H (2.859, -1.060, 0.573)  0.1247
C (-3.414, -4.045, 0.189)  -0.0406
C (-3.394, -2.597, 0.682)  -0.2010
O (-4.619, -2.575, 1.457)  0.0089
C (-4.811, -1.511, 2.326)  -0.3065
O (-3.964, -0.670, 2.574)  0.1349
C (-6.211, -1.336, 2.892)  -0.5551
F (-7.069, -2.262, 2.458)  0.1807
F (-6.158, -1.403, 4.221)  0.1786
F (-6.707, -0.125, 2.593)  0.1728
H (-4.239, -4.144, -0.516)  0.0842
H (-3.501, -4.678, 1.072)  0.0906
H (-2.534, -4.423, -0.332)  0.0658
H (-3.239, -1.833, -0.078)  0.0907
H (-2.536, -2.474, 1.344)  0.1097
C (0.324, -3.967, -2.452)  -0.0651
C (1.746, -4.501, -2.258)  -0.1651
O (2.497, -4.494, -3.503)  0.0413
C (3.107, -3.332, -3.833)  -0.2834
O (3.152, -2.309, -3.101)  0.0807
C (3.730, -3.256, -5.270)  -0.5704
F (2.715, -3.073, -6.132)  0.1664
F (4.649, -2.326, -5.379)  0.2055
F (4.220, -4.458, -5.529)  0.1846
H (-0.375, -4.515, -3.084)  0.0674
H (0.456, -2.982, -2.901)  0.0638
H (-0.263, -3.979, -1.533)  0.0717
H (1.703, -5.549, -1.962)  0.1300
H (2.182, -3.903, -1.459)  0.1180
C (-1.447, 0.113, 4.591)  -0.1576
C (-1.019, -1.354, 4.528)  -0.1701
O (-0.415, -1.572, 5.781)  -0.1886
S (0.460, -0.291, 6.260)  0.7004
O (1.727, -0.296, 5.479)  -0.2603
O (0.510, -0.068, 7.662)  -0.1841
O (-0.596, 0.722, 5.559)  -0.2189
H (-2.469, 0.332, 4.899)  0.1357
H (-1.283, 0.647, 3.655)  0.0970
H (-0.324, -1.658, 3.745)  0.1237
H (-1.896, -1.993, 4.419)  0.1311
C (1.681, 2.559, 3.710)  -0.1570
C (2.314, 2.929, 5.054)  -0.1688
O (3.723, 2.902, 4.917)  -0.1861
S (4.236, 2.515, 3.406)  0.7627
O (5.361, 1.576, 3.524)  -0.2339
O (4.411, 3.716, 2.572)  -0.2478
O (2.752, 1.769, 3.209)  -0.2489
H (1.503, 3.438, 3.092)  0.1274
H (0.821, 1.893, 3.767)  0.1099
H (2.066, 2.167, 5.793)  0.1086
H (1.973, 3.902, 5.407)  0.1375


(3)
DFT (ωB97M-V/def2-TZVPD) results for 2 unconnected molecules or ions with the total composition C9H14O.

strongest force on any atom = 0.0372 hartree/bohr
ΔE to the lowest compared entry with this formula, charge and spin = 0.628 eV
SMILES = Cc1ccc(O)cc1.CC
lowest unoccupied orbital energy = 0.0306 Eh
charge = 0

Last column: Löwdin charge in e.
Atoms and positions in Å:
C (1.842, -2.353, -0.656)  -0.0650
C (-0.665, 0.077, 0.790)  -0.0122
C (-0.109, -0.988, 0.091)  -0.0487
C (0.192, 0.956, 1.439)  -0.3290
C (1.235, -1.310, 0.250)  -0.2820
C (1.530, 0.691, 1.587)  -0.0148
C (2.057, -0.434, 0.942)  -0.0418
O (-0.340, 2.095, 2.043)  0.0090
H (-1.670, 0.401, 0.553)  0.1071
H (-0.705, -1.634, -0.542)  0.0988
H (-0.452, 2.771, 1.357)  0.1075
H (2.144, 1.186, 2.333)  0.1192
H (1.108, -3.132, -0.892)  0.0737
H (2.633, -2.939, -0.172)  0.0749
H (3.121, -0.639, 1.037)  0.1138
H (2.287, -1.982, -1.583)  0.0827
C (-2.467, -0.208, -2.331)  -0.1858
C (-2.160, 1.238, -2.624)  -0.1596
H (-2.551, -0.501, -1.277)  0.0401
H (-3.459, -0.506, -2.681)  0.0649
H (-1.787, -0.940, -2.752)  0.0621
H (-2.029, 1.403, -3.692)  0.0644
H (-1.230, 1.558, -2.164)  0.0535
H (-2.919, 1.911, -2.220)  0.0671


(4)
DFT (ωB97M-V/def2-TZVPD) results for 2 unconnected molecules or ions with the total composition C9H16N2O3.

strongest force on any atom = 0.1081 hartree/bohr
ΔE to the lowest compared entry with this formula, charge and spin = 4.242 eV
SMILES = CC[C@H]1CN(CC)C(OC)=N1.O=C=O
lowest unoccupied orbital energy = 0.0282 Eh
charge = 0

Last column: Löwdin charge in e.
Atoms and positions in Å:
C (-0.367, -0.856, 0.243)  -0.2358
C (2.941, -0.305, 0.943)  -0.4754
C (-1.013, 0.799, -1.145)  -0.0688
C (-0.917, 1.282, 0.416)  -0.3369
C (0.355, 2.606, 2.134)  -0.0954
C (-0.203, -1.239, -3.479)  -0.0511
C (0.030, -2.475, 2.054)  -0.1846
C (-0.010, 2.375, 0.664)  -0.2646
C (-0.981, -1.441, -2.145)  -0.2157
N (-0.436, 0.123, 1.106)  0.1072
N (-0.535, -0.576, -1.091)  -0.0865
O (2.857, -0.283, 2.060)  0.2323
O (2.958, -0.261, -0.200)  0.2102
O (0.016, -2.323, 0.648)  -0.1226
H (-1.928, 0.974, -1.706)  0.1050
H (-0.342, 1.466, -1.831)  0.1372
H (-1.898, 1.378, 0.916)  0.1504
H (1.011, 3.387, 2.283)  0.0393
H (0.883, 1.708, 2.564)  0.0800
H (-0.593, 2.805, 2.563)  0.0629
H (-0.255, -0.217, -3.782)  0.0582
H (0.836, -1.346, -3.176)  0.0700
H (-0.385, -2.101, -4.123)  0.0759
H (0.514, -1.621, 2.668)  0.0777
H (0.878, -3.280, 2.372)  0.1181
H (-0.988, -2.757, 2.593)  0.1115
H (0.916, 2.294, 0.055)  0.1114
H (-0.274, 3.453, 0.289)  0.1457
H (-1.024, -2.424, -1.622)  0.1296
H (-2.045, -1.143, -2.271)  0.1146


(5)
DFT (ωB97M-V/def2-TZVPD) results for a gas-phase ion, C4H8N3 (charge +1).

strongest force on any atom = 0.0944 hartree/bohr
ΔE to the lowest compared entry with this formula, charge and spin = 3.686 eV
SMILES = [H]/N=C/C1=NCC[NH2+]1
lowest unoccupied orbital energy = -0.1611 Eh
charge = +1

Last column: Löwdin charge in e.
Atoms and positions in Å:
C (-0.572, 0.149, 0.401)  -0.2102
C (-0.182, -1.835, -0.408)  -0.1187
C (1.003, -0.972, -0.984)  -0.0302
C (-0.954, 1.444, 1.157)  -0.1188
N (-0.969, -1.013, 0.425)  0.1527
N (-0.511, 2.617, 0.969)  0.1491
N (0.704, 0.390, -0.446)  0.1424
H (-0.939, -2.147, -1.058)  0.1195
H (0.228, -2.616, 0.207)  0.1342
H (1.913, -1.267, -0.734)  0.0868
H (0.894, -1.105, -2.006)  0.1155
H (-1.600, 1.115, 1.893)  0.0929
H (-0.722, 3.382, 1.594)  0.0831
H (1.421, 0.752, 0.154)  0.1660
H (0.287, 1.108, -1.164)  0.2357


(6)
DFT (ωB97M-V/def2-TZVPD) results for 2 unconnected molecules or ions with the total composition C3H9NO2.

expectation value of S² = 0.7540
strongest force on any atom = 0.0885 hartree/bohr
ΔE to the lowest compared entry with this formula, charge and spin = 1.495 eV
lowest unoccupied orbital energy (alpha / beta) = -0.1356 / -0.3343 Eh
charge = +1
2S+1 = 2

Last column: Mulliken spin population.
Atoms and positions in Å:
C (-2.771, -0.336, 1.366)  0.0002
C (-1.865, -0.160, 0.130)  -0.0001
O (-2.549, 0.725, -0.706)  0.0004
O (-0.717, -0.392, 0.036)  0.0012
H (-3.612, 0.297, 1.173)  0.0000
H (-2.029, -0.186, 2.206)  -0.0001
H (-3.258, -1.265, 1.440)  0.0000
C (2.791, 0.095, -1.126)  0.0326
N (2.955, 0.113, 0.314)  0.8530
H (2.446, 0.985, 0.601)  -0.0108
H (2.698, -0.699, 0.844)  -0.0047
H (-2.252, 0.517, -1.683)  0.0000
H (2.676, -0.990, -1.650)  0.0001
H (3.634, 0.701, -1.530)  0.0643
H (1.853, 0.596, -1.415)  0.0638


(7)
DFT (ωB97M-V/def2-TZVPD) results for a single C4H6N2 molecule.

strongest force on any atom = 0.0100 hartree/bohr
ΔE to the lowest compared entry with this formula, charge and spin = 0.135 eV
SMILES = Cc1c[nH]cn1
lowest unoccupied orbital energy = 0.0350 Eh
charge = 0

Last column: Löwdin charge in e.
Atoms and positions in Å:
C (1.247, 0.284, -1.432)  -0.0565
C (0.229, -0.041, -0.387)  -0.3671
C (0.245, -0.802, 0.761)  -0.0619
N (-0.917, -0.454, 1.434)  0.0309
C (-1.569, 0.452, 0.663)  -0.2159
N (-0.924, 0.707, -0.441)  0.0806
H (2.237, -0.131, -1.223)  0.0715
H (1.307, 1.380, -1.429)  0.0763
H (0.899, 0.006, -2.434)  0.0745
H (0.919, -1.536, 1.197)  0.1107
H (-1.229, -0.796, 2.331)  0.1429
H (-2.477, 0.961, 0.952)  0.1141


(8)
DFT (ωB97M-V/def2-TZVPD) results for a molecular structure, C22H25BaClNO5.

strongest force on any atom = 0.1016 hartree/bohr
lowest unoccupied orbital energy (alpha / beta) = 0.0765 / 0.0785 Eh
charge = -1

Last column: Löwdin charge in e.
Atoms and positions in Å:
C (2.267, 0.090, 2.701)  -0.2379
C (2.302, -0.619, 1.471)  -0.2387
C (1.958, 0.274, 0.425)  -0.3108
H (2.496, -1.703, 1.355)  0.1057
C (1.737, 1.575, 1.012)  -0.3935
C (1.930, 1.451, 2.422)  -0.3153
H (1.298, 2.444, 0.496)  0.0708
C (-1.345, -1.607, 3.091)  -0.2697
C (-0.225, -2.315, 2.566)  -0.2086
C (-0.317, -2.327, 1.172)  -0.1971
H (0.614, -2.710, 3.173)  0.1184
C (-1.516, -1.618, 0.760)  -0.4384
C (-2.161, -1.186, 1.986)  -0.3075
H (1.813, 0.030, -0.640)  0.0878
H (1.669, 2.219, 3.170)  0.1029
H (2.418, -0.346, 3.707)  0.1100
H (-2.996, -0.465, 2.047)  0.1020
H (0.430, -2.728, 0.466)  0.1041
H (-1.537, -1.340, 4.142)  0.0835
Ba (-0.237, 0.309, 1.764)  2.1603
C (-1.991, -1.337, -0.630)  -0.5249
C (-3.487, -1.590, -0.606)  -0.0432
C (-1.291, -2.269, -1.606)  -0.0364
H (-3.680, -2.610, -0.247)  0.1002
H (-3.905, -1.479, -1.609)  0.0696
H (-4.002, -0.895, 0.064)  0.0833
H (-1.487, -3.315, -1.335)  0.0984
H (-0.205, -2.113, -1.619)  0.0825
H (-1.678, -2.102, -2.618)  0.0833
C (-1.671, 0.137, -1.002)  -0.1020
C (-2.221, 0.655, -2.321)  -0.4605
H (-0.578, 0.275, -1.021)  0.0845
H (-2.051, 0.813, -0.210)  0.1095
O (-3.128, 0.141, -2.972)  0.0412
N (-1.616, 1.795, -2.772)  0.0579
C (-0.424, 2.436, -2.235)  -0.1445
H (-1.943, 2.103, -3.679)  0.1466
C (0.889, 1.858, -2.700)  -0.2248
C (2.071, 2.483, -2.304)  -0.0627
H (2.020, 3.359, -1.659)  0.1151
C (3.305, 1.990, -2.709)  -0.0767
H (4.215, 2.490, -2.391)  0.1055
C (3.374, 0.853, -3.514)  -0.0931
H (4.338, 0.464, -3.829)  0.0986
C (2.201, 0.218, -3.906)  -0.0812
H (2.240, -0.670, -4.532)  0.1006
C (0.960, 0.718, -3.503)  -0.0380
H (0.046, 0.222, -3.824)  0.1117
H (-0.458, 2.408, -1.133)  0.1111
H (-0.471, 3.498, -2.510)  0.1322
O (0.294, -1.330, 5.990)  -0.3072
Cl (0.006, 0.005, 5.615)  0.6875
O (-1.296, 0.417, 5.992)  -0.3183
O (1.013, 0.921, 5.982)  -0.3145
O (0.013, 0.023, 4.065)  -0.7191